This record from OMol25 describes C4H6N2O in the gas phase. The level of theory is ωB97M-V/def2-TZVPD.

Bonds (Å) are listed after each position.
Positions of all 13 atoms, in Å:
1 C -2.269 0.473 0.202  O2 1.425, H8 1.092, H9 1.096, H10 1.095
2 O -1.421 -0.660 0.034  C1 1.425, C3 1.349
3 C -0.109 -0.371 -0.071  O2 1.349, N4 1.319, C7 1.424
4 N 0.312 0.862 -0.280  C3 1.319, N5 1.348
5 N 1.656 0.762 -0.258  N4 1.348, C6 1.352, H11 1.005
6 C 2.087 -0.505 -0.074  N5 1.352, C7 1.375, H12 1.083
7 C 0.968 -1.294 0.054  C3 1.424, C6 1.375, H13 1.081
8 H -3.278 0.083 0.351  C1 1.092
9 H -1.963 1.059 1.077  C1 1.096
10 H -2.251 1.131 -0.674  C1 1.095
11 H 2.189 1.554 -0.574  N5 1.005
12 H 3.144 -0.731 0.004  C6 1.083
13 H 0.936 -2.363 0.207  C7 1.081

Frontier orbital gap = 0.3604 Eh
LUMO level = 1.073 eV
Spin multiplicity = 1
ΔE to the lowest compared entry with this formula, charge and spin = 34.1 kcal per mole
Charge = 0
Electronic energy = -340.740610 Ha